Density functional theory data (ωB97M-V/def2-TZVPD) for a structure of composition C32H84AsF6N3O25P2S4Zr.

```
158
Properties=species:S:1:pos:R:3:lowdin_charge:R:1
Zr -22.56 -30.79 -1.60 1.79
C -23.28 -29.33 4.00 -0.02
C -24.16 -30.49 4.49 -0.29
C -25.43 -30.73 3.68 -0.20
O -26.24 -31.63 4.43 -0.18
C -27.36 -32.05 3.66 -0.09
N -23.39 -31.80 4.47 0.20
H -23.86 -32.51 5.01 0.16
H -23.22 -32.21 3.51 0.07
H -22.46 -31.63 4.85 0.16
H -22.59 -29.07 4.80 0.08
H -23.89 -28.44 3.83 0.07
H -22.93 -29.55 2.99 0.08
H -24.49 -30.40 5.52 0.15
H -25.22 -31.11 2.67 0.11
H -25.97 -29.80 3.50 0.13
H -28.04 -31.24 3.40 0.09
H -27.89 -32.81 4.23 0.09
H -27.06 -32.55 2.74 0.09
C -26.66 -31.85 -1.06 -0.04
C -27.36 -31.77 -2.37 -0.27
C -28.16 -30.50 -2.61 -0.23
O -29.18 -30.46 -1.65 -0.16
C -29.79 -29.17 -1.64 -0.09
N -26.24 -31.78 -3.44 0.19
H -25.74 -32.67 -3.35 0.16
H -26.55 -31.67 -4.39 0.14
H -25.52 -31.08 -3.14 0.06
H -27.41 -32.16 -0.32 0.10
H -26.34 -30.85 -0.77 0.08
H -25.84 -32.56 -0.99 0.09
H -27.87 -32.70 -2.65 0.15
H -28.64 -30.38 -3.60 0.13
H -27.58 -29.57 -2.59 0.09
H -30.53 -29.20 -0.85 0.09
H -30.29 -28.85 -2.56 0.09
H -29.02 -28.44 -1.39 0.06
C -25.97 -28.16 -4.22 -0.04
C -25.17 -27.98 -5.50 -0.28
C -23.78 -27.39 -5.37 -0.22
O -23.25 -27.07 -6.62 -0.16
C -22.36 -25.93 -6.56 -0.04
N -25.15 -29.24 -6.35 0.24
H -26.05 -29.72 -6.31 0.15
H -24.86 -29.01 -7.30 0.17
H -24.37 -29.85 -6.04 0.09
H -26.49 -27.24 -4.00 0.10
H -25.35 -28.57 -3.42 0.05
H -26.84 -28.82 -4.32 0.07
H -25.62 -27.19 -6.12 0.15
H -23.14 -27.97 -4.68 0.12
H -23.91 -26.53 -4.70 0.12
H -21.92 -25.91 -7.56 0.10
H -21.62 -26.10 -5.78 0.08
H -22.97 -25.03 -6.48 0.09
P -22.95 -31.60 0.83 0.16
O -24.02 -31.45 -0.24 -0.46
O -22.85 -32.62 1.95 -0.29
O -21.87 -30.56 0.38 -0.45
O -22.22 -32.40 -0.35 -0.51
P -22.91 -31.02 -4.11 0.08
O -22.46 -32.17 -3.16 -0.42
O -23.13 -31.14 -5.59 -0.31
O -21.94 -30.02 -3.45 -0.45
O -24.03 -30.64 -3.09 -0.50
As -24.77 -27.74 -0.44 0.88
F -26.23 -28.25 -1.24 -0.23
F -25.24 -28.74 0.93 -0.24
F -23.32 -27.17 0.34 -0.22
F -24.34 -26.82 -1.88 -0.24
F -25.69 -26.43 0.34 -0.27
F -23.87 -29.11 -1.13 -0.33
C -22.61 -23.23 -4.05 -0.17
C -23.69 -23.66 -3.05 -0.15
C -24.96 -23.25 -3.78 -0.19
O -24.61 -22.73 -5.07 -0.16
C -23.27 -22.19 -4.96 -0.17
H -22.39 -24.05 -4.74 0.07
H -21.68 -22.86 -3.63 0.11
H -23.66 -23.23 -2.05 0.09
H -23.68 -24.75 -3.00 0.07
H -25.49 -22.43 -3.29 0.12
H -25.62 -24.11 -3.96 0.11
H -23.28 -21.17 -4.59 0.12
H -22.86 -22.28 -5.97 0.12
C -21.71 -23.65 0.11 -0.17
C -22.44 -22.36 0.41 -0.20
C -21.44 -21.28 0.06 -0.17
O -20.23 -21.90 0.54 -0.14
C -20.35 -23.33 0.69 -0.17
H -21.63 -23.78 -0.98 0.09
H -22.13 -24.57 0.51 0.11
H -22.67 -22.34 1.48 0.10
H -23.38 -22.24 -0.13 0.10
H -21.59 -20.33 0.58 0.12
H -21.41 -21.12 -1.02 0.12
H -20.34 -23.54 1.76 0.12
H -19.57 -23.84 0.15 0.12
O -22.86 -26.74 6.20 -0.30
S -22.08 -25.52 6.15 0.64
O -20.93 -25.26 6.98 -0.29
O -21.64 -25.24 4.59 -0.27
C -20.62 -26.06 4.02 -0.26
C -21.07 -26.84 2.77 -0.05
C -23.20 -24.11 6.38 -0.09
H -20.20 -26.73 4.77 0.11
H -19.78 -25.45 3.70 0.12
H -22.08 -27.21 2.89 0.05
H -20.48 -27.72 2.48 0.09
H -20.93 -26.20 1.90 0.05
H -22.79 -23.16 6.04 0.07
H -23.61 -24.10 7.39 0.08
H -24.02 -24.23 5.67 0.04
O -21.38 -28.72 -1.42 -0.38
S -20.51 -27.59 -1.62 0.66
O -19.92 -26.90 -0.49 -0.26
O -19.27 -28.07 -2.52 -0.23
C -19.41 -28.31 -3.94 -0.26
C -18.31 -27.58 -4.71 -0.06
C -21.36 -26.34 -2.60 -0.09
H -20.41 -28.15 -4.31 0.09
H -19.17 -29.38 -3.98 0.13
H -17.32 -27.88 -4.39 0.08
H -18.46 -26.51 -4.56 0.07
H -18.34 -27.77 -5.78 0.08
H -21.98 -26.85 -3.34 0.04
H -20.58 -25.89 -3.21 0.07
H -21.80 -25.73 -1.83 0.04
O -26.79 -25.04 4.65 -0.29
S -26.27 -24.78 3.31 0.64
O -27.14 -24.71 2.15 -0.32
O -25.54 -23.36 3.42 -0.28
C -25.51 -22.52 2.22 -0.23
C -24.84 -21.31 2.79 -0.08
C -24.88 -25.83 3.01 -0.10
H -26.51 -22.21 1.96 0.13
H -24.89 -22.96 1.44 0.10
H -24.48 -20.65 1.99 0.08
H -23.90 -21.55 3.29 0.08
H -25.47 -20.69 3.43 0.09
H -24.32 -25.15 2.37 0.07
H -25.34 -26.69 2.55 0.05
H -24.47 -26.04 4.00 0.05
O -30.06 -26.33 -1.10 -0.31
S -29.79 -25.14 -0.31 0.64
O -30.52 -23.92 -0.61 -0.29
O -29.95 -25.50 1.24 -0.26
C -29.47 -26.76 1.75 -0.24
C -29.89 -26.84 3.20 -0.05
C -28.01 -24.78 -0.38 -0.11
H -28.39 -26.75 1.63 0.10
H -29.95 -27.58 1.21 0.11
H -30.83 -26.35 3.48 0.09
H -29.23 -26.30 3.88 0.06
H -29.89 -27.88 3.54 0.08
H -27.81 -24.01 0.37 0.05
H -27.75 -24.47 -1.39 0.07
H -27.51 -25.72 -0.18 0.03
```

Summary:
HOMO = -5.9 eV
total charge = 0
orbital gap = 5.23 eV



Density functional theory data (ωB97M-V/def2-TZVPD) for a cluster of 12 separate species, C46H122N6O14 in total.

```
188
Properties=species:S:1:pos:R:3:mulliken_spin:R:1
C -4.11 0.14 -5.41 0.00
C -3.97 -1.32 -5.12 0.00
C -4.40 -1.70 -3.70 0.00
O -4.92 -1.92 -5.94 0.00
H -5.14 0.47 -5.23 0.00
H -3.73 0.27 -6.42 0.00
H -3.42 0.69 -4.78 0.00
H -2.91 -1.55 -5.23 0.00
H -4.19 -2.76 -3.55 0.00
H -5.39 -1.49 -3.29 0.00
H -3.70 -1.09 -3.13 0.00
H -5.75 -1.82 -5.48 0.00
C -2.51 -8.07 -2.25 0.00
C -2.68 -7.06 -1.09 0.00
C -2.18 -5.61 -1.30 0.00
O -4.13 -6.90 -0.96 0.00
H -1.45 -8.14 -2.50 0.00
H -3.05 -7.79 -3.15 0.00
H -3.01 -9.01 -2.02 0.00
H -2.37 -7.62 -0.22 0.00
H -1.12 -5.42 -1.47 0.00
H -2.42 -4.90 -0.51 0.00
H -2.66 -5.28 -2.22 0.00
H -4.64 -7.44 -1.56 0.00
C 0.27 -0.35 -4.81 0.00
C 0.82 0.39 -6.01 0.00
C 2.32 0.44 -6.15 0.00
O 0.32 -0.32 -7.13 0.00
H -0.82 -0.42 -4.76 0.00
H 0.57 0.09 -3.86 0.00
H 0.67 -1.35 -4.92 0.00
H 0.54 1.44 -5.91 0.00
H 2.78 0.73 -5.20 0.00
H 2.57 1.03 -7.03 0.00
H 2.78 -0.52 -6.39 0.00
H 0.64 -0.02 -7.98 0.00
C 3.69 -0.98 -1.27 0.00
C 4.78 0.00 -0.83 0.00
C 4.52 1.38 -1.36 0.00
O 4.93 0.12 0.56 0.00
H 3.37 -1.54 -0.39 0.00
H 4.04 -1.75 -1.96 0.00
H 2.80 -0.54 -1.73 0.00
H 5.72 -0.27 -1.31 0.00
H 5.29 2.09 -1.08 0.00
H 3.62 1.59 -0.77 0.00
H 4.46 1.29 -2.44 0.00
H 5.78 0.53 0.73 0.00
C 4.59 -0.86 4.09 0.00
C 3.10 -0.61 3.66 0.00
C 2.64 0.85 3.67 0.00
O 3.01 -1.28 2.46 0.00
H 5.36 -0.66 3.35 0.00
H 4.68 -1.88 4.46 0.00
H 4.79 -0.16 4.91 0.00
H 2.47 -1.18 4.35 0.00
H 1.66 0.92 3.20 0.00
H 3.25 1.32 2.90 0.00
H 2.55 1.29 4.66 0.00
H 3.63 -0.96 1.80 0.00
C -4.16 6.12 -1.77 0.00
C -3.04 6.28 -0.74 0.00
C -3.54 7.28 0.28 0.00
O -2.85 5.04 -0.12 0.00
H -4.66 7.06 -2.00 0.00
H -4.96 5.65 -1.20 0.00
H -3.96 5.48 -2.64 0.00
H -2.10 6.48 -1.25 0.00
H -2.88 7.37 1.15 0.00
H -4.55 7.04 0.61 0.00
H -3.66 8.29 -0.11 0.00
H -3.69 4.85 0.31 0.00
C -2.61 2.37 4.88 0.00
O -2.39 2.24 3.41 0.00
C -2.91 3.30 2.57 0.00
C -4.39 3.46 2.66 0.00
N -5.07 3.92 1.37 0.00
C -5.68 2.81 0.48 0.00
C -4.51 2.04 -0.21 0.00
O -5.02 0.89 -0.85 0.00
C -5.53 1.17 -2.14 0.00
H -1.97 3.23 5.06 0.00
H -2.19 1.44 5.26 0.00
H -3.68 2.43 5.07 0.00
H -2.50 3.13 1.57 0.00
H -2.60 4.30 2.90 0.00
H -4.69 4.09 3.50 0.00
H -4.99 2.59 2.93 0.00
H -5.87 4.53 1.43 0.00
H -6.29 3.25 -0.32 0.00
H -6.32 2.05 0.91 0.00
H -3.95 1.56 0.59 0.00
H -3.91 2.67 -0.86 0.00
H -6.12 2.09 -2.23 0.00
H -6.14 0.29 -2.35 0.00
H -4.77 1.07 -2.92 0.00
C 0.31 5.71 1.43 0.00
O 0.89 6.31 2.50 0.00
C 0.34 5.93 3.83 0.00
C 0.92 6.79 4.97 0.02
N 2.41 6.73 5.11 0.82
C 2.86 7.88 5.86 0.04
C 4.31 7.78 6.32 0.01
O 4.70 9.12 6.40 0.00
C 5.25 9.49 7.63 0.00
H -0.75 5.92 1.56 0.00
H 0.30 4.62 1.52 0.00
H 0.63 6.04 0.44 0.00
H 0.55 4.86 3.84 0.00
H -0.74 6.06 3.87 0.00
H 0.52 6.45 5.93 0.03
H 0.44 7.77 4.92 0.03
H 2.96 6.31 4.37 -0.03
H 2.18 8.01 6.70 0.02
H 2.65 8.70 5.16 0.04
H 4.89 7.41 5.47 0.00
H 4.47 7.18 7.22 0.00
H 5.25 10.57 7.75 0.00
H 6.24 9.06 7.80 0.00
H 4.61 9.28 8.49 0.00
C -0.36 2.47 -0.23 0.00
C -0.19 1.15 -0.98 0.00
C -0.15 -0.11 -0.12 0.00
O 0.00 -1.27 -0.90 0.00
C 0.26 -2.40 -0.01 0.00
N -1.34 1.08 -1.88 0.00
H -1.24 3.06 -0.50 0.00
H 0.59 2.98 -0.40 0.00
H -0.39 2.32 0.85 0.00
H 0.69 1.27 -1.61 0.00
H -1.06 -0.13 0.48 0.00
H 0.67 -0.03 0.59 0.00
H 1.23 -2.24 0.48 0.00
H 0.38 -3.22 -0.71 0.00
H -0.49 -2.78 0.68 0.00
H -2.25 1.26 -1.50 0.00
H -1.25 0.11 -2.14 0.00
C 0.23 -4.36 -5.14 0.00
C 0.31 -5.83 -4.63 0.00
C 0.84 -6.87 -5.66 0.00
O 1.95 -6.34 -6.48 0.00
C 2.42 -7.26 -7.36 0.00
N 1.04 -5.78 -3.41 0.00
H 1.11 -3.94 -5.62 0.00
H -0.04 -3.68 -4.32 0.00
H -0.65 -4.36 -5.78 0.00
H -0.67 -6.20 -4.31 0.00
H 0.04 -7.15 -6.35 0.00
H 1.09 -7.81 -5.17 0.00
H 2.97 -6.72 -8.14 0.00
H 1.63 -7.73 -7.95 0.00
H 3.13 -7.89 -6.84 0.00
H 1.97 -6.02 -3.71 0.00
H 1.10 -4.82 -3.08 0.00
C -0.86 -4.13 3.01 0.00
C -2.17 -3.37 3.29 0.00
C -2.71 -2.53 2.17 0.00
O -4.04 -2.18 2.57 0.00
C -4.63 -1.38 1.63 0.00
N -3.04 -4.56 3.44 0.00
H 0.03 -3.49 3.00 0.00
H -0.87 -4.71 2.09 0.00
H -0.66 -4.88 3.77 0.00
H -2.08 -2.90 4.27 0.00
H -2.82 -3.04 1.21 0.00
H -1.98 -1.72 2.13 0.00
H -4.95 -1.81 0.68 0.00
H -4.10 -0.46 1.39 0.00
H -5.59 -1.01 1.98 0.00
H -4.01 -4.28 3.45 0.00
H -2.93 -4.94 4.37 0.00
C 8.04 -3.58 1.50 0.00
C 6.83 -3.21 2.37 0.00
C 5.48 -3.33 1.60 0.00
O 5.14 -4.64 1.29 0.00
C 4.03 -4.72 0.44 0.00
N 6.64 -4.22 3.42 0.00
H 7.94 -4.54 1.00 0.00
H 8.86 -3.65 2.21 0.00
H 8.23 -2.80 0.77 0.00
H 6.88 -2.25 2.87 0.00
H 5.63 -2.83 0.64 0.00
H 4.69 -2.95 2.25 0.00
H 4.22 -4.42 -0.60 0.00
H 3.11 -4.27 0.81 0.00
H 3.74 -5.75 0.25 0.00
H 6.10 -3.79 4.16 0.00
H 5.88 -4.77 3.05 0.00
```

Summary:
HOMO (spin up / spin down) = -10.1 / -10.1 eV
multiplicity = 2
total charge = +1
orbital gap (spin up / spin down) = 7.33 / 2.54 eV



Density functional theory data (ωB97M-V/def2-TZVPD) for the ion C11H11N2 with charge +1.

```
24
Properties=species:S:1:pos:R:3:lowdin_charge:R:1
C -2.95 -0.45 -1.00 0.14
N -1.95 -0.30 -0.28 -0.06
C -1.57 -1.05 0.86 -0.18
C -0.21 -1.67 0.67 -0.12
C 0.89 -0.64 0.28 -0.16
C 2.25 -0.96 0.32 -0.03
C 3.29 -0.05 0.11 -0.03
C 2.91 1.22 -0.35 -0.07
C 1.58 1.53 -0.59 -0.03
C 0.53 0.60 -0.29 -0.14
C -0.89 1.02 -0.62 -0.05
C -1.59 2.05 0.22 -0.17
N -1.85 2.89 0.95 0.22
H -3.34 0.33 -1.78 0.17
H -3.70 -1.30 -0.99 0.15
H -2.41 -1.76 1.28 0.18
H -1.44 -0.35 1.78 0.18
H -0.21 -2.55 -0.17 0.18
H -0.04 -2.26 1.62 0.14
H 2.43 -1.99 0.50 0.11
H 4.33 -0.27 0.45 0.13
H 3.71 2.07 -0.43 0.15
H 1.23 2.50 -0.85 0.11
H -0.98 1.39 -1.71 0.18
```

Summary:
HOMO = -13.0 eV
SMILES = C=[N+]1CCc2ccccc2[C@@H]1C#N
total charge = +1
relative energy (zero: lowest compared OMol25 entry of this formula, charge and spin) = 85.0 kcal per mole
orbital gap = 8.29 eV



Density functional theory data (ωB97M-V/def2-TZVPD) for a structure of composition C37H42AsN4OPRhS.

```
88
Properties=species:S:1:pos:R:3:lowdin_charge:R:1
Rh 0.28 0.60 0.03 0.52
S -2.05 0.58 0.41 0.69
C -2.53 2.13 1.06 -0.69
C -3.80 2.22 1.64 -0.11
C -4.27 3.44 2.09 -0.06
C -3.49 4.58 1.97 -0.07
C -2.22 4.50 1.42 -0.09
C -1.72 3.28 0.97 -0.40
As 0.03 3.08 0.14 1.36
C 0.47 4.91 -0.46 -0.35
C 0.06 5.30 -1.73 -0.12
C 0.41 6.54 -2.23 -0.07
C 1.20 7.39 -1.47 -0.06
C 1.59 7.02 -0.20 -0.06
C 1.24 5.79 0.31 -0.10
C 1.22 2.89 1.67 -0.36
C 2.55 3.03 1.46 -0.13
C 3.51 2.79 2.50 -0.06
C 3.14 2.44 3.74 -0.02
C 1.72 2.26 4.13 -0.17
C 0.71 2.36 2.96 -0.21
H -4.40 1.33 1.72 0.10
H -5.26 3.50 2.52 0.11
H -3.86 5.53 2.31 0.11
H -1.60 5.38 1.32 0.10
H -0.55 4.62 -2.32 0.10
H 0.09 6.84 -3.22 0.11
H 1.50 8.35 -1.88 0.11
H 2.19 7.69 0.40 0.11
H 1.54 5.49 1.31 0.10
H 2.91 3.36 0.49 0.11
H 4.56 2.91 2.26 0.11
H 3.87 2.27 4.52 0.12
H 1.50 2.91 4.98 0.15
H -0.22 2.87 3.25 0.15
N 3.68 -0.32 6.67 0.18
C 3.09 -0.32 5.68 -0.19
C 2.40 -0.23 4.46 -0.21
C 2.74 -1.01 3.40 0.00
C 2.12 -0.84 2.12 -0.08
C 1.14 0.07 1.89 -0.11
C 0.53 0.81 3.03 -0.21
C 1.31 0.78 4.37 -0.14
H 3.51 -1.76 3.51 0.13
H 2.47 -1.48 1.32 0.08
H -0.52 0.50 3.12 0.14
H 0.65 0.69 5.24 0.16
O 0.99 -1.47 -0.80 -0.32
P 1.74 -1.71 -2.07 0.59
N 1.67 -0.35 -3.01 -0.20
C 1.28 0.93 -2.47 -0.27
C 1.12 1.81 -3.70 -0.15
C 2.25 1.30 -4.60 -0.15
C 2.22 -0.21 -4.35 -0.18
N 1.14 -2.92 -3.05 -0.18
C -0.19 -2.61 -3.60 -0.21
C -0.76 -3.97 -3.95 -0.16
C -0.27 -4.82 -2.79 -0.16
C 1.16 -4.32 -2.60 -0.20
N 3.38 -2.03 -1.89 -0.18
C 4.21 -0.90 -1.47 -0.21
C 5.61 -1.51 -1.40 -0.16
C 5.32 -2.89 -0.80 -0.16
C 3.98 -3.28 -1.43 -0.19
H 2.07 1.35 -1.81 0.11
H 0.32 0.82 -1.88 0.04
H 1.22 2.87 -3.46 0.10
H 0.15 1.64 -4.17 0.13
H 3.20 1.72 -4.27 0.11
H 2.09 1.55 -5.65 0.12
H 3.21 -0.68 -4.42 0.12
H 1.57 -0.72 -5.08 0.11
H -0.09 -1.96 -4.47 0.10
H -0.82 -2.11 -2.86 0.12
H -0.33 -4.33 -4.89 0.12
H -1.85 -3.95 -4.05 0.12
H -0.30 -5.89 -3.00 0.12
H -0.86 -4.62 -1.90 0.12
H 1.86 -4.87 -3.24 0.12
H 1.48 -4.40 -1.57 0.10
H 3.91 -0.51 -0.49 0.11
H 4.14 -0.10 -2.20 0.11
H 6.29 -0.92 -0.80 0.12
H 6.01 -1.62 -2.41 0.12
H 5.22 -2.80 0.28 0.11
H 6.10 -3.61 -1.02 0.11
H 3.35 -3.80 -0.71 0.11
H 4.12 -3.94 -2.30 0.12
```

Summary:
HOMO (spin up / spin down) = -10.4 / -10.4 eV
total charge = +1
relative energy (zero: lowest compared OMol25 entry of this formula, charge and spin) = 101.5 kcal per mole
orbital gap (spin up / spin down) = 5.85 / 5.85 eV



Density functional theory data (ωB97M-V/def2-TZVPD) for the molecule C4H7NO.

```
13
Properties=species:S:1:pos:R:3:lowdin_charge:R:1
O -2.69 -0.78 1.33 0.05
C -1.52 -0.59 1.14 -0.24
C -1.00 0.31 0.04 -0.18
N 0.39 0.66 0.24 -0.13
C 1.19 0.71 -0.98 -0.14
C 1.36 -0.40 -0.01 -0.16
H -0.73 -1.09 1.75 0.13
H -1.61 1.21 0.00 0.13
H -1.16 -0.23 -0.92 0.13
H 1.91 1.52 -1.05 0.10
H 0.68 0.46 -1.91 0.10
H 0.99 -1.38 -0.30 0.11
H 2.20 -0.41 0.67 0.10
```

Summary:
HOMO = -9.7 eV
SMILES = O=CCN1CC1
total charge = 0
relative energy (zero: lowest compared OMol25 entry of this formula, charge and spin) = 55.8 kcal per mole
orbital gap = 10.74 eV